[1]
The following is a quantum chemistry calculation of a cluster of 2 separate species, C11H15N in total, from the Open Molecules 2025 dataset.

Calculated values
HOMO level ... -8.0 eV
Charge ... 0
Gap between HOMO and LUMO ... 8.972 eV
SMILES ... Cc1c[nH]c2ccccc12.CC
Energy relative to the best compared isomer or geometry (same formula, charge and spin) ... 77.1 kJ/mol

The geometry in XYZ format:
```
27
C11H15N, DFT ωB97M-V/def2-TZVPD
C -1.55617 1.84810 -1.62035
C -0.51755 1.06397 -0.89532
C 0.57730 0.50439 -1.44144
N 1.36505 -0.16024 -0.46930
C 0.81579 0.23710 0.76022
C 1.34829 0.09997 2.02698
C 0.60826 0.65661 3.07259
C -0.69591 1.08843 2.86885
C -1.20914 1.29864 1.59175
C -0.39763 0.90448 0.53247
H -1.73241 1.55132 -2.65224
H -1.41836 2.93270 -1.67559
H -2.45703 1.74675 -1.00174
H 0.82475 0.40639 -2.48808
H 2.35703 0.01809 -0.56574
H 2.26113 -0.38298 2.31105
H 1.06492 0.73169 4.05148
H -1.28431 1.46328 3.68354
H -2.19273 1.71132 1.51318
C -0.64262 -2.80918 -2.69804
C 0.53277 -3.19197 -1.76035
H -0.57843 -1.76274 -2.97959
H -0.68996 -3.45250 -3.57479
H -1.53066 -2.95322 -2.12958
H 0.17110 -3.43292 -0.76136
H 1.24163 -3.97143 -2.03509
H 1.13149 -2.28807 -1.62982
```

Mulliken atomic charge list, values in e, 4 entries: number 1, C, carries -1.3926; number 2, C, carries 0.5466; number 3, C, carries -0.6565; number 4, N, carries -0.1502

***

[2]
The following is a quantum chemistry calculation of a cluster of 2 separate species, C11H15N in total, from the Open Molecules 2025 dataset.

Calculated values
HOMO level ... -7.8 eV
Charge ... 0
Gap between HOMO and LUMO ... 8.796 eV
SMILES ... Cc1c[nH]c2ccccc12.CC
Energy relative to the best compared isomer or geometry (same formula, charge and spin) ... 37.2 kJ/mol

The geometry in XYZ format:
```
27
C11H15N, DFT ωB97M-V/def2-TZVPD
C 2.70373 1.31745 -0.29713
C 1.55923 0.68865 0.43372
C 1.49782 0.11559 1.66297
N 0.18713 -0.15262 1.99449
C -0.64321 0.31602 0.99926
C -2.02873 0.25116 0.88902
C -2.54476 0.81872 -0.26257
C -1.73177 1.29304 -1.30594
C -0.35373 1.20829 -1.23519
C 0.18825 0.82000 -0.00624
H 3.28064 1.94249 0.38315
H 2.34083 1.97026 -1.08434
H 3.36474 0.60324 -0.78408
H 2.30755 -0.17013 2.32140
H -0.13438 -0.33954 2.93146
H -2.69119 -0.21645 1.60321
H -3.61356 0.80166 -0.44134
H -2.25062 1.69467 -2.16760
H 0.29274 1.31017 -2.09359
C 0.63535 -2.45223 -0.46990
C -0.24093 -2.78637 -1.67737
H 0.14921 -1.95713 0.36490
H 1.12335 -3.33637 -0.06654
H 1.47452 -1.80981 -0.74964
H 0.15279 -3.63180 -2.23671
H -0.41709 -1.90337 -2.28348
H -1.21261 -3.09805 -1.29632
```

Mulliken atomic charge list, values in e, 4 entries: number 1, C, carries -1.3566; number 2, C, carries 0.4953; number 3, C, carries -0.7767; number 4, N, carries 0.0092

***

[3]
The following is a quantum chemistry calculation of a cluster of 2 separate species, C11H15N in total, from the Open Molecules 2025 dataset.

Calculated values
HOMO level (spin up / spin down) ... -12.9 / -13.6 eV
Charge ... +1
Multiplicity ... 2
Gap between HOMO and LUMO (spin up / spin down) ... 9.197 / 6.759 eV
Energy relative to the best compared isomer or geometry (same formula, charge and spin) ... 20.7 kJ/mol

The geometry in XYZ format:
```
27
C11H15N, DFT ωB97M-V/def2-TZVPD
C -2.75887 1.71652 -1.85669
C -0.81483 -0.93496 -0.11406
C -1.15457 -0.27348 -1.31620
C -2.09996 0.70547 -1.00044
C -2.21448 0.69327 0.42368
C 0.08809 -1.96203 -0.03740
C 0.66511 -2.33998 -1.25668
C 0.45780 -1.62635 -2.45005
C -0.49695 -0.64149 -2.50836
N -1.47549 -0.26852 0.94209
H 0.24532 -2.53074 0.87251
H 1.28144 -3.23322 -1.28399
H -1.15920 -0.29437 1.90215
H 1.03767 -1.94342 -3.30725
H -2.86102 1.32245 1.01601
H -0.81691 -0.20213 -3.44341
H -2.42402 2.71792 -1.58453
H -3.84016 1.71435 -1.71690
H -2.54625 1.51553 -2.90633
C 2.76776 0.00327 2.56176
C 2.47604 1.48999 2.34806
H 2.41322 -0.57646 1.70337
H 3.81130 -0.32625 2.60009
H 2.29678 -0.39137 3.46162
H 2.00746 1.91593 3.23288
H 1.76221 1.62626 1.52857
H 3.35251 2.12380 2.18949
```

Mulliken atomic charge list, values in e, 4 entries: number 1, C, carries -1.3027; number 2, C, carries -0.1349; number 3, C, carries 0.9203; number 4, C, carries 0.8209

***

[4]
The following is a quantum chemistry calculation of a cluster of 2 separate species, C11H15N in total, from the Open Molecules 2025 dataset.

Calculated values
HOMO level (spin up / spin down) ... -12.9 / -13.5 eV
Charge ... +1
Multiplicity ... 2
Gap between HOMO and LUMO (spin up / spin down) ... 9.084 / 6.649 eV
Energy relative to the best compared isomer or geometry (same formula, charge and spin) ... 49.7 kJ/mol

The geometry in XYZ format:
```
27
C11H15N, DFT ωB97M-V/def2-TZVPD
C 0.24404 3.01781 1.06647
C -1.06783 3.77828 1.23274
H 1.02598 3.50505 1.64335
H 0.13201 1.98881 1.40755
H 0.48853 3.03664 0.00744
H -1.76660 3.49291 0.43891
H -1.01099 4.85236 1.03217
H -1.50201 3.68091 2.21806
C -2.24127 -2.68290 -0.16873
C -0.03644 -1.32534 -0.61017
C -0.79481 -2.42388 -0.15759
C 1.29316 -1.55600 -0.21398
C 0.13216 -3.26571 0.52745
C 0.65763 0.75236 -1.58302
C 1.98806 0.44799 -1.27731
C -0.36766 -0.10162 -1.21542
C 2.31477 -0.71837 -0.57817
N 1.37164 -2.88176 0.26456
H 0.40259 1.69580 -2.04224
H 2.73340 1.18581 -1.48076
H -1.37984 0.27775 -1.27481
H 3.32832 -1.07759 -0.45057
H -2.78350 -1.89700 -0.68664
H -2.66141 -2.71862 0.83928
H -0.10739 -4.06460 1.21450
H 2.19672 -3.40627 0.50634
H -2.58927 -3.59283 -0.65943
```

Mulliken atomic charge list, values in e, 4 entries: number 1, C, carries -0.5122; number 2, C, carries -1.0025; number 3, H, carries 0.3719; number 4, H, carries 0.1827

***

[5]
The following is a quantum chemistry calculation of a cluster of 2 separate species, C11H15N2 in total, from the Open Molecules 2025 dataset.

Calculated values
HOMO level ... -11.9 eV
Charge ... +1
Gap between HOMO and LUMO ... 8.208 eV
Energy relative to the best compared isomer or geometry (same formula, charge and spin) ... 409.6 kJ/mol

The geometry in XYZ format:
```
28
C11H15N2, DFT ωB97M-V/def2-TZVPD
C 0.04985 0.20224 1.99093
C -0.82233 -2.83440 -0.71186
C 3.16060 -0.68806 0.22059
C -2.71104 1.08175 -0.03701
C 1.65026 2.52295 -0.59259
C -0.40603 -1.60700 -1.01636
C 2.30307 -0.80021 -0.73963
C -1.60365 1.03893 -0.75236
C 0.78106 1.63707 -1.03772
C 0.13956 -0.63366 -0.08826
C -0.20256 0.86474 -0.19248
N 0.18932 -0.89907 1.29007
N -0.14263 1.24644 1.21938
H 0.08767 0.24715 3.06712
H -1.17664 -3.49340 -1.48160
H -0.84315 -3.22684 0.29189
H 4.22576 -0.77698 0.03723
H 2.89306 -0.48692 1.24656
H -3.66853 1.18911 -0.51401
H -2.72723 1.01448 1.04011
H 2.31706 3.02448 -1.27160
H 1.74803 2.78668 0.44727
H -0.43246 -1.27035 -2.04543
H 2.30909 -1.00034 -1.78437
H -1.64590 1.10285 -1.82902
H 0.71891 1.39811 -2.08882
H 0.33620 -1.82422 1.66904
H -0.33962 2.18583 1.52334
```

Mulliken atomic charge list, values in e, 4 entries: number 1, C, carries -0.3093; number 2, C, carries -1.0261; number 3, C, carries -0.6729; number 4, C, carries -0.8753

***

[6]
The following is a quantum chemistry calculation of a cluster of 2 separate species, C11H15N2O4S2 in total, from the Open Molecules 2025 dataset.

Calculated values
HOMO level ... -3.0 eV
Charge ... -1
Gap between HOMO and LUMO ... 4.013 eV

The geometry in XYZ format:
```
34
C11H15N2O4S2, DFT ωB97M-V/def2-TZVPD
O -0.29140 3.18276 1.68730
C -0.62084 2.48383 0.70570
O -1.74662 2.75718 -0.17091
C -1.77444 1.67240 -1.17984
C -1.17948 0.52337 -0.24129
C -1.04165 -0.97734 -0.79401
C 0.07306 -1.87105 -0.06659
C 0.14042 -1.71356 1.53575
S 1.93016 -1.41020 2.03630
C 2.20242 0.40311 2.33306
S 1.67699 1.22188 3.70195
N 2.90520 1.13712 1.25123
C 2.82596 2.53220 0.85573
C 3.73902 2.80262 -0.39023
N 4.38153 1.49766 -0.66034
C 3.87585 0.57413 0.30487
O -0.01532 1.24229 0.24442
H -2.74884 1.49709 -1.74855
H -1.02033 2.10207 -1.95103
H -1.97997 0.43110 0.58360
H -0.75469 -0.91544 -1.91169
H -2.09873 -1.44675 -0.78466
H -0.22019 -2.97523 -0.27073
H 1.12161 -1.75899 -0.54754
H -0.12640 -2.73207 2.02164
H -0.58913 -0.95568 1.98007
H 2.19289 3.34176 1.35162
H 3.88878 3.77281 -0.97358
H 4.15733 -0.53707 0.36062
C -3.74389 -3.17177 -1.86016
O -2.44607 -2.99210 -2.10991
H -4.45825 -2.89633 -2.66580
H -4.07781 -4.20643 -1.62975
H -4.17718 -2.61541 -0.99724
```

Mulliken atomic charge list, values in e, 4 entries: number 1, O, carries -0.5198; number 2, C, carries 0.4927; number 3, O, carries -0.3746; number 4, C, carries -0.4961

***

What is the charge in the sixth record?
-1